Record 1
65
Properties=species:S:1:pos:R:3:forces:R:3:lowdin_charge:R:1 method="wB97M-V/def2-TZVPD" e_tot_ha=-3367.24667 charge=-1 max_force_ev_per_a=0.50 spin_multiplicity=1 e_lumo_ev=2.474 de_lowest_kcal_mol=0.75
Cu 2.104120 0.166082 -1.171536 0.3322 -0.1937 -0.0068 0.183
C -1.128493 -2.719776 -0.446864 0.0364 0.1086 0.0464 -0.054
C -1.066767 -1.404238 0.336417 -0.0797 -0.0789 0.0141 -0.359
C -2.438221 -1.076901 0.935174 0.0577 0.0007 -0.0608 -0.050
C 0.004638 -1.445236 1.406764 0.0246 0.0638 -0.0277 -0.142
C -0.026287 -2.433779 2.384471 -0.0114 0.0130 0.0175 -0.055
C 0.939956 -2.489744 3.374678 -0.0086 0.0004 0.0133 -0.093
C 1.953835 -1.545120 3.388922 -0.0220 -0.0378 0.0454 -0.051
C 2.015207 -0.539120 2.432915 -0.0349 0.0543 -0.1170 -0.140
C 3.151005 0.463190 2.460886 0.0854 -0.0374 0.0727 -0.373
C 4.487205 -0.231882 2.182761 -0.0890 0.0307 -0.0236 -0.062
C 3.188641 1.242882 3.777237 -0.0186 -0.0259 -0.0713 -0.067
C 1.034260 -0.487269 1.423224 0.0437 -0.0930 0.1107 -0.202
N 1.109548 0.499572 0.418513 -0.0020 0.3772 -0.2578 -0.054
C 0.468880 1.675486 0.640605 -0.2504 -0.1680 0.2321 -0.247
C -0.341000 1.934940 1.773331 0.0597 -0.0410 -0.0876 -0.034
C -1.015531 3.134622 1.943946 -0.0323 0.0666 -0.0263 -0.127
C -0.927213 4.147054 1.001040 -0.0342 0.0216 0.0641 -0.139
C -0.122359 3.938252 -0.118138 -0.0141 0.0009 0.0107 -0.047
C 0.546548 2.751717 -0.272028 0.0628 0.0269 0.0014 -0.242
F 1.349800 2.616043 -1.357168 0.0328 -0.0229 0.0271 0.025
H -1.841865 -2.635560 -1.270840 -0.0002 -0.0178 0.0021 0.057
H -1.448945 -3.543060 0.197110 0.0170 -0.0252 -0.0247 0.071
H -0.149273 -2.970157 -0.860347 -0.0246 -0.0165 -0.0126 0.086
H -0.797359 -0.604211 -0.353384 0.0193 0.0062 -0.0093 0.103
H -2.714778 -1.810403 1.697589 -0.0225 0.0047 -0.0007 0.074
H -3.203118 -1.095314 0.153404 -0.0077 0.0198 0.0300 0.053
H -2.435806 -0.086133 1.392523 -0.0072 -0.0187 0.0144 0.072
H -0.822762 -3.170904 2.375378 0.0047 0.0005 -0.0159 0.102
H 0.903940 -3.265251 4.130972 0.0047 0.0021 -0.0078 0.091
H 2.712994 -1.596148 4.162533 0.0102 0.0240 -0.0242 0.104
H 2.980503 1.176664 1.656106 -0.0366 -0.0051 -0.0219 0.120
H 4.705840 -0.980750 2.949584 0.0140 0.0108 0.0017 0.071
H 5.302890 0.493060 2.159681 0.0062 -0.0145 0.0009 0.076
H 4.463865 -0.727702 1.211521 0.0421 -0.0096 0.0143 0.066
H 3.357448 0.579086 4.629625 0.0098 0.0183 0.0039 0.067
H 2.248178 1.774020 3.936643 0.0074 -0.0025 0.0270 0.073
H 3.998242 1.975874 3.752509 -0.0056 0.0017 0.0322 0.074
H -0.432178 1.154903 2.519151 -0.0041 0.0296 0.0244 0.107
H -1.621425 3.279902 2.831587 0.0028 -0.0321 0.0039 0.090
H -1.450904 5.084762 1.134120 -0.0038 -0.0112 -0.0129 0.082
H -0.008479 4.700331 -0.879240 0.0417 -0.0317 -0.0180 0.112
S 3.600201 -0.525228 -2.663750 -0.4799 0.0265 -0.0575 0.529
C 4.930615 -0.029141 -1.777194 0.4477 0.0797 0.2065 -0.911
N 5.877359 0.291754 -1.188775 -0.0782 -0.0160 -0.0641 0.016
C -2.125404 -1.845516 -4.170472 -0.0357 0.0925 0.0719 -0.079
N -1.253459 -0.945935 -3.444959 0.0223 -0.0382 -0.0683 -0.116
C 0.191312 -1.102436 -3.619305 0.0110 0.1266 0.0738 -0.066
C -1.577758 0.192370 -2.735033 -0.0678 -0.0062 0.1221 -0.487
O -0.667795 0.951795 -2.422123 -0.0413 -0.0447 -0.0518 0.027
N -2.866018 0.477047 -2.312826 -0.0076 0.0516 -0.0558 -0.115
C -4.128687 -0.192004 -2.537701 0.0692 -0.0142 0.0190 -0.073
C -3.027562 1.667391 -1.489085 0.0757 0.0069 -0.0116 -0.042
H -1.503963 -2.510738 -4.763796 0.0155 0.0012 -0.0063 0.079
H -2.785061 -1.319083 -4.865644 -0.0331 0.0001 0.0194 0.086
H -2.727618 -2.474521 -3.509253 -0.0072 -0.0271 -0.0227 0.071
H 0.403094 -2.011807 -4.176836 -0.0943 -0.0390 0.0252 0.086
H 0.680353 -1.158003 -2.643049 -0.0080 -0.0832 -0.1180 0.030
H 0.621551 -0.244038 -4.136978 0.0360 -0.0529 -0.0340 0.090
H -4.068248 -1.015272 -3.229770 0.0401 -0.0530 -0.0450 0.045
H -4.852691 0.525926 -2.937816 -0.0064 -0.0025 0.0002 0.087
H -4.531915 -0.572066 -1.592159 -0.0071 0.0102 -0.0114 0.077
H -2.056189 2.038201 -1.177848 -0.0306 0.0010 0.0205 0.071
H -3.616621 1.417223 -0.602940 -0.0097 -0.0124 -0.0020 0.085
H -3.550255 2.454287 -2.044081 -0.0165 -0.0057 0.0070 0.090

---

Record 2
31
Properties=species:S:1:pos:R:3:forces:R:3:lowdin_charge:R:1 method="wB97M-V/def2-TZVPD" e_tot_ha=-3738.56943 charge=-1 max_force_ev_per_a=3.71 spin_multiplicity=1 e_lumo_ev=2.471
C 1.281274 0.221140 2.452684 0.1263 0.0837 0.1838 -0.092
C 0.318319 1.187016 2.242576 -0.0096 0.2322 0.1576 -0.089
C -0.579104 1.052706 1.205009 -0.1851 -0.0713 -0.3012 -0.036
C -0.523446 -0.052073 0.366643 0.5100 0.0799 0.5738 -0.191
C -1.471485 -0.215971 -0.732440 -0.4548 -0.4039 -0.5115 -0.237
O -1.523400 -1.173133 -1.454454 0.4153 -0.5181 -0.2722 0.077
C 0.449438 -1.016854 0.587125 -0.0176 -0.1691 -0.1757 -0.012
C 1.346773 -0.880934 1.623659 0.1144 -0.1839 -0.0679 -0.077
H 1.983331 0.328408 3.264720 0.0896 0.0128 0.1227 0.099
H 0.265580 2.047063 2.889059 -0.0120 0.1491 0.1276 0.098
H -1.332702 1.802193 1.034070 -0.2113 0.1930 -0.0138 0.110
H -2.193988 0.567918 -0.911118 -0.4277 0.8838 0.2202 0.119
H 0.483668 -1.868334 -0.071464 -0.0392 -0.1756 -0.0993 0.120
H 2.099586 -1.634661 1.787518 0.1013 -0.1329 0.0234 0.101
Br -3.827923 -3.741063 2.214599 0.3821 -0.6490 0.3389 0.496
C -4.333134 -2.628229 0.803618 -2.6804 -0.0927 -1.7319 -0.878
S -5.372408 -3.294115 -0.488185 3.1376 1.1258 1.6355 0.616
C -6.827844 -3.848536 0.423441 0.4691 -0.0297 -0.6548 -0.313
C -6.884520 -5.133223 0.910242 0.3983 -0.4848 -0.0709 -0.095
C -8.007849 -5.569671 1.582407 -0.0406 -0.1345 0.1114 -0.095
C -9.077338 -4.718216 1.766643 -0.1883 -0.2089 0.1686 -0.115
C -9.018709 -3.431273 1.277092 -0.0123 0.2406 -0.0690 -0.098
C -7.891719 -2.997578 0.607092 -0.2156 0.5592 -0.1758 -0.071
O -5.833428 -2.119338 -1.312377 0.8343 -2.5739 0.6755 -0.425
O -4.716877 -4.545109 -1.021712 -2.1615 2.0703 -0.0355 -0.429
H -3.670651 -1.833858 0.550802 0.2385 0.2428 -0.3293 -0.070
H -6.048663 -5.791987 0.734561 0.0979 -0.0672 -0.0240 0.101
H -8.055491 -6.579524 1.952882 0.0280 -0.2236 0.0933 0.094
H -9.958533 -5.060671 2.284501 -0.1734 -0.0700 0.1038 0.090
H -9.857278 -2.768120 1.405687 -0.1638 0.1788 0.0289 0.093
H -7.837363 -2.001577 0.197042 0.0505 0.1370 -0.0326 0.108

---

Result set for gap between HOMO and LUMO: 0.2383; 0.1833 hartree, one per record in the order listed.